(1)
The following is a DFT calculation (wB97M-V/def2-TZVPD) of 2 unconnected molecules or ions with the total composition C24H29F6INO5P at a distorted geometry.

Properties
Lowest unoccupied orbital energy = -0.1119 Eh
Highest occupied orbital energy = -5.4182 eV
Net charge = 0

Each line ends with the Löwdin charge.
Positions of all 67 atoms, in Å:
C 2.168461 2.501665 5.405816  -0.113
C 1.959477 1.222392 4.417484  -0.275
C 2.974944 1.317669 3.144396  -0.674
I 2.969715 -0.630904 2.195897  0.982
O 2.501467 2.432402 2.352992  -0.161
C 2.399111 2.169798 0.964296  -0.437
O 3.432022 2.390434 0.269474  0.106
C 1.100950 1.711465 0.176106  -0.004
C 1.201160 0.630258 -0.933762  -0.035
C 2.557758 -0.138310 -1.355704  -0.145
C 3.009426 0.159413 -2.864876  -0.126
F 2.832601 -1.097680 -3.598290  -0.136
C -0.083614 0.255336 -1.699811  0.118
N -1.399350 0.822035 -1.423577  -0.002
C -2.465309 0.271078 -2.302771  -0.090
C -2.495849 -1.337025 -2.387073  -0.353
C -3.912237 -1.703698 -3.112657  -0.037
O -2.367664 -1.993822 -1.117356  -0.152
C -2.174358 -3.428359 -1.260036  -0.172
C -0.666991 -3.810301 -0.859122  -0.142
C -0.375865 -4.334610 0.564076  -0.027
C 1.090135 -4.699771 0.921533  -0.065
C 2.208452 -4.499272 -0.155200  -0.062
C 1.880214 -3.967152 -1.585996  -0.062
C 0.412184 -3.634589 -1.961047  -0.028
C -1.589310 1.854666 -0.395759  -0.010
C -3.033484 2.451935 -0.198913  -0.243
F -3.187258 3.546341 0.664380  0.063
F -3.554150 2.949949 -1.454284  0.052
C -4.011172 1.294805 0.426449  -0.301
F -3.355357 0.071908 0.636246  0.112
F -5.205282 1.151039 -0.336875  0.088
F -4.450195 1.725218 1.721689  0.074
C -0.348723 2.293729 0.432830  -0.146
P -0.384592 3.577593 1.861959  0.972
C -1.630192 2.980416 3.206476  -0.265
O -0.892975 5.130622 1.250990  -0.339
H 1.196543 2.687370 6.000143  0.077
H 2.404302 3.462769 4.840149  0.079
H 3.040438 2.237372 6.103509  0.079
H 2.042267 0.235628 4.978429  0.092
H 0.909780 1.346511 3.945196  0.091
H 4.002656 1.574344 3.569957  0.118
H 2.339034 -1.265360 -1.245215  0.105
H 3.432713 0.086187 -0.667396  0.068
H 4.156975 0.321791 -2.840439  0.088
H 2.491032 1.042238 -3.362221  0.126
H 0.044870 -0.526750 -2.536168  0.153
H -3.525099 0.609852 -2.093728  0.113
H -2.218599 0.628193 -3.376524  0.168
H -1.692798 -1.675614 -3.150825  0.135
H -4.214322 -2.791636 -2.969796  0.085
H -4.772498 -1.055304 -2.692181  0.092
H -3.786757 -1.462928 -4.229052  0.098
H -2.309709 -3.793333 -2.349371  0.129
H -2.944931 -3.984319 -0.615946  0.138
H -1.238078 -4.444083 1.315356  0.103
H 1.307200 -5.109735 1.971457  0.092
H 3.281784 -4.752702 0.167363  0.095
H 2.736016 -3.834577 -2.323883  0.101
H 0.219957 -3.267206 -3.020820  0.097
H -2.607970 3.562630 3.156735  0.048
H -1.826957 1.860066 2.988450  0.053
H -1.078554 3.060028 4.202845  0.034
H -1.228371 5.027257 0.329139  0.044
O 6.227841 0.223275 -3.399877  -0.500
H 6.497088 0.361366 -4.305265  -0.168

Atomic forces in eV per Å
0.0 -0.8 -0.1
-0.4 1.5 -0.8
-0.6 0.4 2.9
0.1 0.4 0.2
-0.7 -1.8 -1.8
3.9 1.3 -2.4
-4.5 -1.1 2.4
-3.4 -1.3 -1.3
-1.8 0.9 0.4
-1.0 0.1 0.1
1.2 -0.9 0.7
-0.4 1.9 0.7
1.2 1.9 2.5
2.8 0.4 1.1
-0.6 -0.9 -1.5
-1.1 -0.3 -1.4
0.2 0.8 0.1
0.0 0.1 -1.4
1.2 -1.2 -0.1
1.6 -0.5 0.3
3.0 0.4 -2.7
-1.1 1.4 -3.3
-3.2 0.6 -0.2
-2.5 -0.6 2.8
1.9 -1.4 4.0
4.2 -0.4 0.3
-1.1 0.5 -0.6
1.1 -2.2 -1.7
1.1 -1.5 2.5
-2.1 -0.3 1.8
-1.8 2.9 -1.0
3.3 -0.1 1.7
1.2 -1.1 -3.2
-0.8 -1.7 -2.2
0.8 1.3 0.6
-0.4 -0.8 -1.0
-0.2 -2.6 -0.6
1.7 -0.4 -0.8
-0.3 -1.4 0.6
-1.4 0.7 -0.8
0.0 1.4 -0.8
1.6 -0.6 0.8
-1.2 -0.5 -1.1
0.2 1.7 -0.3
-1.5 0.0 -0.9
-1.1 -0.1 -0.5
0.4 -1.5 0.4
-0.6 1.4 1.5
1.6 -0.1 0.2
-0.5 -0.5 1.7
-0.9 0.4 1.5
0.6 1.4 -0.3
1.4 -1.0 -0.6
-0.4 -0.5 1.6
0.1 0.8 1.7
1.2 1.0 -0.8
1.6 0.2 -1.3
-0.2 0.7 -1.9
-1.8 0.5 -0.8
-1.4 -0.2 1.1
0.0 -0.6 1.7
1.3 -0.8 0.3
0.2 1.8 0.5
-0.9 0.1 -1.4
0.1 0.3 1.0
-0.7 0.0 0.8
0.1 0.1 -0.5

=====

(2)
The following is a DFT calculation (wB97M-V/def2-TZVPD) of a molecular structure, C24H29IrN4O5S.

Properties
Lowest unoccupied orbital energy (alpha / beta) = -0.2490 / -0.2490 Eh
Highest occupied orbital energy (alpha / beta) = -14.2402 / -14.2406 eV
Net charge = +2

Each line ends with the Löwdin charge.
Positions of all 64 atoms, in Å:
Ir -0.030766 0.456907 0.058171  1.500
C 4.735019 0.566059 2.856121  -0.001
N 3.691684 -0.033926 2.019392  -0.106
C 4.050410 -1.287879 1.354353  0.015
C 2.483772 0.482811 1.910951  -0.356
O 1.597517 -0.111799 1.242136  -0.140
C 2.204186 1.765740 2.679876  -0.092
O 0.822416 2.032009 2.728299  -0.150
C 0.428326 3.282073 2.227874  -0.095
C 0.642584 3.335505 0.723105  -0.367
O 0.995344 2.269587 0.136444  -0.145
N 0.544846 4.466306 0.070231  -0.097
C 0.794163 4.538393 -1.373734  0.026
C 0.215776 5.739191 0.714995  0.010
H 5.694889 0.186966 2.517456  0.105
H 4.604763 0.291387 3.903602  0.113
H 4.753669 1.648486 2.757422  0.097
H 4.875017 -1.104026 0.667174  0.108
H 3.197720 -1.673508 0.810030  0.084
H 4.365123 -2.011881 2.105029  0.111
H 2.766722 2.580710 2.213879  0.151
H 2.571949 1.653811 3.702294  0.148
H 0.975196 4.093981 2.716231  0.148
H -0.631263 3.402560 2.461555  0.154
H 1.152572 3.582746 -1.737199  0.092
H 1.540211 5.309388 -1.560454  0.111
H -0.130279 4.808065 -1.882726  0.111
H -0.282876 5.588906 1.666903  0.092
H -0.461323 6.285631 0.062072  0.109
H 1.117851 6.333746 0.859899  0.115
C 0.054718 -6.119435 -3.935013  -0.025
C -0.072824 -4.668209 -3.581213  -0.231
C 0.527810 -4.154607 -2.428135  -0.008
C 0.414002 -2.819130 -2.099997  -0.042
C -0.321258 -1.987359 -2.941392  -0.311
C -0.932569 -2.466855 -4.096847  -0.031
C -0.798649 -3.806994 -4.405209  -0.005
S -0.486988 -0.309434 -2.561948  0.693
O 0.779944 0.240338 -2.028471  -0.370
O -1.179875 0.388738 -3.584066  -0.219
N -1.298701 -0.204457 -1.088950  -0.287
C -2.587981 -0.541551 -0.637806  -0.228
C -3.653612 -0.992978 -1.360887  0.041
C -4.854546 -1.294333 -0.678438  -0.023
C -4.953145 -1.152237 0.677262  0.013
C -3.848681 -0.687932 1.438185  -0.130
C -3.846684 -0.548333 2.842428  0.045
C -2.707642 -0.124905 3.472786  -0.003
C -1.566894 0.188694 2.720566  -0.061
N -1.538959 0.093820 1.401505  -0.040
C -2.669058 -0.367685 0.759717  -0.156
H 0.733343 -6.639544 -3.262869  0.084
H 0.420798 -6.234874 -4.955387  0.097
H -0.919284 -6.608872 -3.884231  0.098
H 1.097810 -4.815416 -1.788246  0.124
H 0.892366 -2.424568 -1.212331  0.107
H -1.482799 -1.795548 -4.741911  0.123
H -1.258258 -4.192233 -5.306411  0.132
H -3.586173 -1.115292 -2.434009  0.129
H -5.702447 -1.648046 -1.247823  0.125
H -5.873902 -1.397916 1.189813  0.132
H -4.738619 -0.787659 3.407748  0.138
H -2.664133 -0.021607 4.547119  0.124
H -0.662325 0.538477 3.193079  0.113

Atomic forces in eV per Å
0.1 0.0 0.0
0.0 0.0 0.0
0.0 0.0 0.0
0.0 0.0 0.0
0.0 0.0 0.0
0.0 0.0 0.0
0.0 0.0 0.0
0.0 0.0 0.0
0.0 0.0 0.0
0.0 0.0 0.0
0.0 0.0 0.0
0.0 0.0 0.0
0.0 0.0 0.0
0.0 0.0 0.0
0.0 0.0 0.0
0.0 0.0 0.0
0.0 0.0 0.0
0.0 0.0 0.0
0.0 0.0 0.0
0.0 0.0 0.0
0.0 0.0 0.0
0.0 0.0 0.0
0.0 0.0 0.0
0.0 0.0 0.0
0.0 0.0 0.0
0.0 0.0 0.0
0.0 0.0 0.0
0.0 0.0 0.0
0.0 0.0 0.0
0.0 0.0 0.0
0.0 0.0 0.0
0.0 0.0 0.0
0.0 0.0 0.0
0.0 0.0 0.0
0.0 0.0 0.0
0.0 0.0 0.0
0.0 0.0 0.0
0.1 0.0 -0.1
-0.1 0.0 0.0
0.0 0.0 0.0
-0.1 0.0 0.1
0.0 0.0 0.0
0.0 0.0 0.0
0.0 0.0 0.0
0.0 0.0 0.0
0.0 0.0 0.0
0.0 0.0 0.0
0.0 0.0 0.0
0.0 0.0 0.0
0.0 0.0 0.0
0.0 0.0 0.0
0.0 0.0 0.0
0.0 0.0 0.0
0.0 0.0 0.0
0.0 0.0 0.0
0.0 0.0 0.0
0.0 0.0 0.0
0.0 0.0 0.0
0.0 0.0 0.0
0.0 0.0 0.0
0.0 0.0 0.0
0.0 0.0 0.0
0.0 0.0 0.0
0.0 0.0 0.0

=====

(3)
The following is a DFT calculation (wB97M-V/def2-TZVPD) of a molecular structure, C24H29IrN9 at a distorted geometry.

Properties
Lowest unoccupied orbital energy = -0.3999 Eh
Energy above the lowest of the compared OMol25 structures with the same formula, charge and spin = 34.8 kcal per mole
Highest occupied orbital energy = -16.8034 eV
Net charge = +3

Each line ends with the Löwdin charge.
Positions of all 63 atoms, in Å:
Ir -0.209406 0.429989 -0.557439  1.474
C -1.348508 -0.095235 2.318296  -0.079
N -0.043400 0.108370 1.682432  -0.130
C 0.825655 1.118653 2.300255  -0.079
C 1.919162 1.359235 1.326537  -0.298
N 1.786894 1.005369 0.055794  0.009
C 2.980392 1.368590 -0.585981  -0.199
C 3.416899 1.186241 -1.894048  -0.027
C 4.676277 1.649273 -2.211105  -0.031
C 5.490538 2.281262 -1.256797  -0.026
C 5.071306 2.456607 0.044665  0.025
C 3.810319 1.969425 0.360511  -0.150
N 3.096755 1.927868 1.562738  0.220
C -2.215199 -0.758110 1.312973  -0.303
N -1.937077 -0.716652 0.021924  -0.005
C -2.989470 -1.363773 -0.639415  -0.199
C -3.227173 -1.619379 -1.986551  -0.017
C -4.364450 -2.328815 -2.307956  -0.036
C -5.264017 -2.769577 -1.322865  -0.028
C -5.045172 -2.513535 0.013196  0.025
C -3.892279 -1.805938 0.329098  -0.155
N -3.356636 -1.402731 1.553075  0.214
H -1.774413 0.877733 2.574372  0.141
H -1.284136 -0.675081 3.241914  0.158
H 0.448873 -0.784494 1.651142  0.155
H 1.213676 0.811811 3.274292  0.158
H 0.249399 2.036073 2.439166  0.144
H 2.803733 0.667747 -2.619092  0.104
H 5.058077 1.513058 -3.213700  0.125
H 6.469729 2.636241 -1.546226  0.128
H 5.697734 2.950118 0.775505  0.133
H 3.440047 2.247183 2.457962  0.197
H -2.554558 -1.268906 -2.755653  0.089
H -4.573393 -2.568052 -3.341668  0.123
H -6.146938 -3.319412 -1.617225  0.129
H -5.734704 -2.854558 0.773846  0.133
H -3.767599 -1.580196 2.458602  0.195
C -0.309418 -1.868389 -5.634736  0.023
C -0.064516 -0.813967 -4.618578  -0.244
C 0.288273 0.518766 -4.779109  0.063
C 0.318278 1.084394 -3.510839  -0.312
N 0.004318 0.133516 -2.599712  -0.136
N -0.227233 -1.005708 -3.301871  0.046
C 0.609865 2.500783 -3.150161  -0.007
H 0.250000 -1.650665 -6.541055  0.104
H -1.365414 -1.876235 -5.913986  0.105
H -0.052934 -2.863533 -5.273951  0.099
H 0.503302 1.011519 -5.712316  0.142
H -0.455303 -1.871842 -2.838746  0.166
H 0.241004 3.158971 -3.934510  0.104
H 1.682799 2.671054 -3.059865  0.082
H 0.144281 2.764811 -2.204485  0.036
C -2.805501 5.065218 -1.259709  0.027
N -2.799013 4.028924 -0.208986  -0.149
C -3.717630 4.205357 0.931524  0.021
C -1.990092 3.033150 -0.254624  -0.180
N -1.243067 2.144008 -0.266777  0.058
H -3.775207 5.076853 -1.754221  0.111
H -2.024784 4.871643 -1.989762  0.097
H -2.639478 6.037925 -0.800045  0.111
H -4.745217 4.220215 0.572611  0.111
H -3.505778 5.155869 1.418413  0.110
H -3.593389 3.395527 1.644969  0.092

Atomic forces in eV per Å
0.1 -1.2 3.6
-0.3 0.1 0.2
-0.2 0.4 -1.3
0.0 0.3 0.2
0.1 0.1 0.1
-0.5 0.3 -1.6
0.2 0.1 0.1
-0.1 -0.2 0.0
0.1 0.0 0.0
-0.1 0.1 0.0
0.1 0.0 0.1
-0.1 -0.1 -0.1
0.1 0.0 -0.1
-0.1 -0.1 0.1
0.1 0.6 -1.6
-0.2 -0.1 0.2
0.1 0.0 -0.1
-0.1 -0.1 0.0
0.0 0.0 0.0
-0.1 0.0 0.1
0.1 0.0 -0.1
-0.1 -0.1 -0.1
0.1 0.0 0.0
0.1 0.0 0.0
0.1 0.0 0.2
-0.1 -0.1 0.0
-0.1 0.0 0.0
0.1 0.0 0.0
0.0 0.0 0.0
0.0 0.0 0.0
0.0 -0.1 0.0
0.0 0.0 0.0
-0.1 0.1 0.0
0.0 0.1 0.0
0.0 0.0 0.0
0.0 0.0 0.0
0.1 0.0 0.0
-0.1 -0.1 0.0
0.0 0.1 -0.1
0.1 0.0 0.0
-0.1 -0.2 -0.2
0.1 1.2 0.5
-0.2 -0.2 0.1
0.0 -0.1 0.0
0.1 -0.1 0.0
0.0 0.0 0.1
0.1 0.0 0.0
0.0 0.0 0.0
0.0 0.0 0.0
0.0 0.0 0.0
0.0 0.0 0.0
0.0 0.1 0.0
-0.1 0.2 -0.1
0.1 0.0 0.1
-0.1 0.1 0.1
-0.2 -0.1 -0.1
0.9 -1.1 -0.2
0.0 -0.1 0.0
0.0 0.0 0.0
0.1 0.0 0.0
0.0 -0.1 -0.1
0.1 0.0 0.0
0.0 0.0 0.0

=====

(4)
The following is a DFT calculation (wB97M-V/def2-TZVPD) of a single C24H29N3O5S molecule at a distorted geometry.

Properties
Structure (SMILES) = CCc1ccc(N2C[C@H](C(=O)Nc3ccc(S(=O)(=O)NC[C@@H]4CCCO4)cc3)CC2=O)cc1
Lowest unoccupied orbital energy = 0.0169 Eh
Energy above the lowest of the compared OMol25 structures with the same formula, charge and spin = 24.9 kcal per mole
Highest occupied orbital energy = -8.7758 eV
Net charge = 0

Each line ends with the Löwdin charge.
Positions of all 62 atoms, in Å:
C 2.682352 4.996953 2.254227  -0.094
H 2.276425 4.129727 2.770063  0.073
H 2.787974 5.809086 2.969475  0.068
H 1.974049 5.300009 1.486239  0.073
C 4.036297 4.658441 1.626324  -0.214
C 3.891253 3.534973 0.641704  -0.252
C 3.603159 3.788498 -0.692363  -0.033
C 3.425019 2.757540 -1.595324  -0.014
C 3.529489 1.434023 -1.176345  -0.188
C 3.815104 1.169830 0.160757  -0.001
C 3.995076 2.211366 1.049521  -0.025
H 4.219941 1.988203 2.082163  0.118
H 3.916066 0.152333 0.499717  0.104
N 3.315250 0.384945 -2.088625  -0.001
C 3.815490 -0.883044 -1.990519  -0.453
O 4.522100 -1.313989 -1.110954  0.088
C 3.302376 -1.675462 -3.186101  -0.027
H 3.000097 -2.677923 -2.884929  0.135
C 2.164772 -0.827375 -3.754021  -0.179
H 2.090929 -0.896518 -4.840266  0.150
C 0.791158 -1.216461 -3.200951  -0.428
O -0.147746 -1.437109 -3.929288  0.094
N 0.749382 -1.248945 -1.839359  0.162
C -0.332422 -1.514872 -0.998553  -0.200
C -1.588600 -1.887133 -1.473827  0.007
C -2.614450 -2.120799 -0.574271  -0.046
C -2.390308 -1.981357 0.781277  -0.287
C -1.147207 -1.623728 1.266212  -0.052
C -0.118501 -1.387441 0.376324  -0.003
H 0.858364 -1.101485 0.740556  0.118
H -1.005206 -1.514219 2.327840  0.120
S -3.709346 -2.313436 1.937229  0.655
O -3.465661 -3.593258 2.538630  -0.285
O -4.972138 -2.087130 1.287872  -0.292
N -3.460687 -1.183060 3.135145  -0.121
H -3.311349 -1.634366 4.020328  0.111
C -4.250004 0.025820 3.179814  -0.161
H -5.274475 -0.175627 2.843800  0.121
H -4.274795 0.378495 4.211674  0.127
C -3.661469 1.130093 2.287470  -0.321
H -4.034071 2.100981 2.661270  0.149
C -4.007633 1.005260 0.789821  -0.108
H -4.863724 1.629936 0.542148  0.118
H -4.254851 -0.025938 0.548995  0.077
C -2.728572 1.463803 0.074455  -0.125
H -2.308745 0.659807 -0.526705  0.087
C -1.784691 1.823791 1.234239  -0.193
H -1.819992 2.906560 1.431571  0.120
O -2.249397 1.120550 2.362184  -0.111
H -0.749203 1.528112 1.062169  0.113
H -2.901889 2.323489 -0.570050  0.108
H -3.598228 -2.402239 -0.915021  0.122
H -1.751562 -1.986397 -2.533884  0.105
H 1.605698 -1.036632 -1.344778  0.129
C 2.552528 0.590991 -3.306599  -0.092
H 1.679547 1.218679 -3.108587  0.140
H 3.169327 1.076448 -4.072627  0.136
H 4.118612 -1.776054 -3.904331  0.135
H 3.217305 2.991891 -2.627588  0.105
H 3.522410 4.809624 -1.036319  0.116
H 4.431176 5.543328 1.123425  0.109
H 4.735952 4.371672 2.413499  0.110

Atomic forces in eV per Å
0.2 0.1 0.0
-0.1 -0.1 0.1
-0.1 0.1 0.1
-0.1 0.0 0.0
-0.2 0.0 0.0
0.2 0.1 0.0
0.0 0.0 0.1
0.0 -0.2 -0.1
0.1 0.2 0.3
0.0 -0.2 0.0
-0.1 0.1 -0.1
0.0 0.0 0.1
0.0 -0.1 0.0
-0.2 0.1 -0.1
0.1 -0.4 -0.2
0.1 -0.1 0.2
0.0 0.0 0.0
0.1 0.0 0.0
-0.1 0.0 -0.1
-0.1 0.0 0.2
0.5 0.2 -0.3
-0.2 -0.1 -0.1
0.2 0.0 0.4
-0.4 -0.1 0.1
0.0 0.0 -0.1
0.0 0.0 0.1
-0.5 0.0 0.3
0.2 0.0 -0.1
-0.1 -0.1 0.0
0.1 0.0 0.1
0.1 0.1 0.1
0.2 0.0 0.4
0.2 0.1 0.1
0.2 0.2 -0.1
-0.1 -0.9 -0.6
0.0 -0.2 0.1
0.0 0.7 -0.4
0.1 0.1 0.2
0.0 -0.2 0.0
-0.4 0.1 0.1
0.0 -0.1 0.0
0.1 0.0 0.1
-0.1 0.0 0.0
-0.1 0.2 -0.1
0.1 0.0 0.2
0.0 0.0 0.0
0.1 0.3 -0.3
0.1 -0.1 0.0
-0.1 -0.2 0.2
0.0 0.1 0.0
0.0 0.0 -0.1
-0.1 0.0 -0.1
0.0 0.0 0.0
-0.2 0.0 -0.1
-0.1 0.2 -0.3
0.1 0.0 0.0
-0.1 0.0 0.0
0.0 0.0 0.0
0.0 0.0 -0.1
0.0 0.1 0.0
0.1 0.0 0.0
0.1 0.1 0.0

=====

Going through the records in order, we get E_tot values of -2600.54519; -2029.16442; -1528.19546; -1870.63923 Eh.